Entry from the OMol25 dataset: a gas-phase ion, C5H13N2O (charge +1) in a non-equilibrium geometry (the ωB97M-V functional and the def2-TZVPD basis).

```
21
Properties=species:S:1:pos:R:3:mulliken_charge:R:1
C -1.682 -1.080 -0.715 -0.09
O -1.848 -2.177 -1.575 -0.53
C -1.182 0.216 -1.283 -1.12
C 0.117 0.801 -0.701 -0.61
C -0.095 1.067 0.793 -0.98
N 2.622 0.332 0.941 -0.23
C 1.746 -0.276 1.712 0.09
N 0.473 0.091 1.756 -0.06
H -1.133 -1.434 0.173 0.19
H -2.734 -0.865 -0.476 0.23
H -1.513 -2.127 -2.478 0.31
H -1.954 1.010 -1.306 0.42
H -1.143 -0.039 -2.390 0.42
H 0.886 0.114 -1.021 0.58
H 0.443 1.760 -1.120 0.37
H 0.250 2.054 1.140 0.35
H -1.192 1.135 0.859 0.45
H 2.310 0.994 0.247 0.17
H 3.618 0.212 1.048 0.27
H 2.089 -1.069 2.360 0.40
H -0.077 -0.720 2.036 0.40
```

Calculated values
Orbital gap ... 9.570 eV
Relative energy (zero: lowest compared OMol25 entry of this formula, charge and spin) ... 189.9 kJ/mol
Net charge ... +1
E_LUMO ... -3.751 eV
SMILES ... N/C=[NH+]\CCCCO
Strongest force on any atom ... 2.93 eV Å⁻¹


Entry from the OMol25 dataset: a molecular structure, C5H13N2O in a non-equilibrium geometry (the ωB97M-V functional and the def2-TZVPD basis).

```
21
Properties=species:S:1:pos:R:3:mulliken_charge:R:1
N -1.121 0.659 -1.797 -0.39
C -1.308 0.550 1.389 -0.38
C -2.432 0.370 0.373 -0.61
C 0.094 0.197 0.934 0.45
N 0.337 -0.982 0.314 -0.15
C 1.696 -1.307 -0.163 -0.56
C 2.135 -0.513 -1.416 -0.91
O 0.964 1.026 1.120 -0.53
H -1.381 1.656 -1.982 0.37
H -1.588 0.147 -2.559 0.34
H -1.847 0.514 -0.685 0.09
H -1.474 -0.091 2.266 0.38
H -3.358 0.922 0.535 0.36
H -1.287 1.586 1.736 0.33
H -2.665 -0.697 0.298 0.37
H -0.428 -1.347 -0.227 0.29
H 2.409 -1.083 0.628 0.31
H 1.671 -2.396 -0.261 0.37
H 1.576 -0.664 -2.344 0.25
H 3.198 -0.696 -1.559 0.35
H 2.002 0.533 -1.128 0.28
```

Calculated values
Orbital gap ... 5.041 eV
Relative energy (zero: lowest compared OMol25 entry of this formula, charge and spin) ... 580.8 kJ/mol
Net charge ... +1
E_LUMO ... -8.645 eV
Strongest force on any atom ... 4.35 eV Å⁻¹


Entry from the OMol25 dataset: 2 unconnected molecules or ions with the total composition C5H13N2O2 in a non-equilibrium geometry (the ωB97M-V functional and the def2-TZVPD basis).

```
22
Properties=species:S:1:pos:R:3:lowdin_spin:R:1
C -2.113 1.602 -0.249 0.05
C -1.059 -0.664 -0.763 0.61
C -2.290 0.033 -0.402 0.09
C 0.120 1.295 0.039 0.64
C -0.654 -1.733 0.001 0.15
N 1.250 1.509 0.577 0.10
N 3.504 0.186 0.177 0.00
O -0.881 2.007 0.218 0.16
O -2.935 -0.394 0.830 0.00
H -2.168 2.203 -1.233 0.00
H -2.943 1.918 0.351 0.00
H -0.752 -0.501 -1.823 0.02
H -3.038 -0.222 -1.211 0.03
H -1.405 -2.069 0.805 0.02
H 0.118 -1.480 0.681 0.06
H -0.171 -2.475 -0.593 0.01
H 2.043 0.859 0.390 0.01
H 1.457 2.427 0.924 0.02
H 3.904 1.072 0.607 0.00
H 4.233 -0.140 -0.452 0.00
H 3.329 -0.676 0.661 0.00
H -2.236 -0.449 1.522 0.00
```

Calculated values
Orbital gap (spin up / spin down) ... 7.404 / 7.646 eV
Relative energy (zero: lowest compared OMol25 entry of this formula, charge and spin) ... 79.6 kJ/mol
Net charge ... +1
E_LUMO (spin up / spin down) ... -3.377 / -6.704 eV
2S+1 ... 3
Strongest force on any atom ... 5.50 eV Å⁻¹
Expectation value of S² ... 2.01